(1)
This record from OMol25 describes a structure of composition C27H20ClN5O3PdS. The level of theory is ωB97M-V/def2-TZVPD.

Calculated values
E = -2526.43845 a.u.
HOMO (spin up / spin down) = -0.370 / -0.368 Eh
Total charge = +1
Energy above the lowest of the compared OMol25 structures with the same formula, charge and spin = 61.2 kJ/mol
Frontier orbital gap (spin up / spin down) = 5.32 / 5.81 eV
Multiplicity = 2

Positions of all 58 atoms, in Å:
Pd -0.018 -1.029 0.012
Cl -0.099 -0.624 7.458
C 0.086 -0.982 5.782
C 0.943 -2.026 5.383
C 1.134 -2.288 4.057
C 0.499 -1.526 3.036
O 0.813 -1.757 1.822
C -0.451 -0.521 3.459
C -1.269 0.229 2.593
N -1.340 0.189 1.289
C -2.211 0.985 0.556
C -3.156 1.859 1.089
C -3.968 2.653 0.281
C -3.876 2.604 -1.086
C -2.944 1.740 -1.684
C -2.789 1.650 -3.083
C -1.845 0.812 -3.612
C -1.047 0.062 -2.746
N -1.182 0.118 -1.438
C -2.108 0.928 -0.871
C -0.600 -0.267 4.844
H 1.447 -2.615 6.138
H 1.796 -3.078 3.728
H -1.932 0.916 3.114
H -3.278 1.934 2.159
H -4.680 3.323 0.744
H -4.510 3.219 -1.711
H -3.415 2.262 -3.720
H -1.706 0.721 -4.680
H -0.266 -0.582 -3.129
H -1.278 0.513 5.169
O 0.997 -2.234 -1.550
N 0.184 -2.956 -2.297
C 0.606 -3.332 -3.525
C -0.199 -4.050 -4.368
C -1.483 -4.397 -3.951
C -1.895 -4.022 -2.693
C -1.046 -3.304 -1.847
S -1.521 -2.904 -0.236
H 1.609 -3.017 -3.768
H 0.168 -4.332 -5.344
H -2.147 -4.947 -4.603
H -2.883 -4.259 -2.325
N 5.733 3.376 -0.067
C 4.470 3.659 0.323
O 4.137 4.740 0.757
C 3.446 2.552 0.190
C 3.715 1.244 -0.193
C 2.668 0.344 -0.277
N 1.409 0.688 -0.003
C 1.144 1.937 0.379
C 2.131 2.894 0.485
H 6.419 4.109 0.005
H 6.019 2.492 -0.440
H 4.714 0.900 -0.420
H 2.831 -0.684 -0.576
H 0.112 2.176 0.598
H 1.912 3.907 0.793


(2)
This record from OMol25 describes a structure of composition C27H21CrN3O5PS. The level of theory is ωB97M-V/def2-TZVPD.

Calculated values
E = -3366.01246 a.u.
HOMO (spin up / spin down) = -0.156 / -0.166 Eh
Total charge = -1
Energy above the lowest of the compared OMol25 structures with the same formula, charge and spin = 47.3 kJ/mol
Frontier orbital gap (spin up / spin down) = 6.25 / 6.51 eV
Multiplicity = 5

Positions of all 59 atoms, in Å:
Cr -1.082 -0.264 -0.628
O -2.098 5.743 -1.434
C -1.956 4.545 -1.354
C -2.736 3.607 -0.417
O -3.589 3.960 0.368
C -2.167 2.271 -0.698
C -1.086 2.282 -1.598
O -0.356 1.226 -1.822
C -0.893 3.657 -2.045
O 0.055 4.161 -2.682
O -2.487 1.101 -0.175
C 6.525 0.119 1.092
C 6.400 0.367 -0.236
C 5.126 0.481 -0.763
C 4.012 0.190 0.065
C 4.185 -0.170 1.382
C 5.445 -0.184 1.936
P 2.458 0.308 -0.853
C 1.542 1.150 0.480
C 0.986 0.567 1.629
C 0.490 1.422 2.608
C 0.516 2.808 2.436
C 1.208 3.371 1.388
C 1.729 2.549 0.408
C 1.836 -1.465 -0.856
C 2.774 -2.363 -1.340
C 2.347 -3.629 -1.663
C 1.026 -3.938 -1.615
C 0.083 -2.969 -1.276
C 0.443 -1.691 -0.853
H 7.508 0.087 1.530
H 7.299 0.646 -0.802
H 4.921 0.799 -1.769
H 3.361 -0.485 1.993
H 5.621 -0.497 2.949
H 0.916 -0.587 1.721
H -0.009 0.999 3.476
H 0.142 3.410 3.228
H 1.350 4.420 1.288
H 2.110 2.925 -0.506
H 3.813 -2.006 -1.482
H 3.005 -4.444 -1.906
H 0.735 -4.953 -1.823
H -0.934 -3.290 -1.424
C -6.804 -2.887 -0.977
C -5.951 -1.653 -1.077
C -4.697 -1.676 -0.212
N -3.526 -1.691 -0.743
N -2.581 -1.479 0.194
C -3.038 -1.343 1.426
N -2.167 -1.014 2.440
S -4.744 -1.451 1.522
H -7.676 -2.753 -1.630
H -7.187 -3.003 0.064
H -6.297 -3.846 -1.227
H -6.585 -0.813 -0.891
H -5.586 -1.468 -2.093
H -1.246 -0.819 2.110
H -2.488 -0.346 3.139


(3)
This record from OMol25 describes a cluster of 2 separate species, C27H21F4Si in total. The level of theory is ωB97M-V/def2-TZVPD.

Calculated values
E = -1730.07149 a.u.
HOMO = -0.392 Eh
Total charge = +1
Frontier orbital gap = 4.99 eV

Positions of all 53 atoms, in Å:
F -2.860 4.734 -3.512
C -2.447 4.751 -2.203
C -2.184 5.948 -1.552
C -1.762 5.892 -0.216
F -1.512 7.077 0.433
C -1.607 4.700 0.467
C -1.957 3.498 -0.205
C -1.923 2.218 0.445
C -2.296 1.056 -0.178
C -2.484 -0.197 0.611
C -2.717 -1.563 -0.036
C -3.405 -2.530 0.711
C -3.808 -3.689 0.063
F -4.582 -4.577 0.754
C -3.420 -4.004 -1.235
C -2.578 -3.096 -1.882
F -2.137 -3.415 -3.137
C -2.152 -1.912 -1.270
C -2.324 3.527 -1.577
H -2.322 6.883 -2.073
H -1.274 4.669 1.509
H -1.521 2.180 1.471
H -2.412 1.041 -1.251
H -3.240 -0.022 1.393
H -3.606 -2.383 1.767
H -3.784 -4.897 -1.729
H -1.373 -1.300 -1.731
H -2.547 2.620 -2.121
H -1.548 -0.126 1.111
Si 2.128 -1.177 2.052
C 2.254 -2.664 0.951
C 3.248 -3.555 1.444
C 3.616 -4.666 0.690
C 2.986 -4.908 -0.543
C 1.956 -4.069 -1.018
C 1.608 -2.941 -0.275
C 2.689 0.443 1.327
C 2.188 1.210 0.249
C 2.901 2.316 -0.224
C 4.134 2.644 0.379
C 4.623 1.920 1.480
C 3.900 0.833 1.966
H 1.545 -1.258 3.529
H 3.753 -3.372 2.385
H 4.396 -5.341 1.062
H 3.250 -5.791 -1.125
H 1.435 -4.287 -1.959
H 0.859 -2.255 -0.671
H 1.260 0.926 -0.248
H 2.508 2.911 -1.059
H 4.682 3.514 0.012
H 5.567 2.203 1.960
H 4.297 0.283 2.810


Question: Look up the E of the first one.
Answer: -2526.43845 a.u.